Entry 1:
30
Properties=species:S:1:pos:R:3:forces:R:3 method="wB97M-V/def2-TZVPD" gap_ev=8.70 charge=0 smiles=Cc1c[nH]c2ccccc12.CCC homo_energy_ev=-7.77
C -1.79923 0.11789 1.45182 -2.1391 1.2014 3.9192
C 1.63686 1.48310 0.75800 -0.4934 -2.7007 0.5487
C 0.68125 0.38072 0.96881 3.5697 -1.1630 -1.6341
C -0.58718 0.90857 1.22291 0.3611 2.6981 -0.3188
C -0.42758 2.30578 1.12048 -1.6809 -1.4078 -0.1106
C 3.35968 -0.13489 0.14551 -0.6712 -1.3494 -0.3954
C 3.00513 1.16177 0.44950 -0.1083 0.0396 -0.0546
C 2.41140 -1.20812 0.16902 0.0136 -0.0362 0.0783
C 1.12970 -0.97911 0.60049 0.4156 3.3673 0.2667
N 0.89182 2.63237 0.85273 0.8385 1.3327 0.6615
H 4.34214 -0.38802 -0.27916 -0.2833 0.4807 0.5779
H 3.87442 1.81263 0.38112 -0.7188 0.7355 0.0330
H 2.63299 -2.24535 -0.18574 0.1538 1.1843 0.2704
H 0.40751 -1.69045 0.39488 -1.4104 -1.5628 0.2722
H 1.32005 3.52388 1.18757 -0.7395 -1.1128 -0.7942
H -1.29842 2.98684 0.95441 1.2826 -0.2581 0.6292
H -2.00757 -0.57210 0.69866 -0.2739 -1.4392 -0.9817
H -2.74720 0.69978 1.66272 1.0065 0.1334 -1.1041
H -1.84193 -0.32178 2.52658 0.8579 -0.1805 -1.8603
C -2.76890 -1.48415 -2.57826 -0.6569 3.1292 0.8508
C -1.35197 -1.54748 -2.08699 2.7384 1.2002 -2.1363
C -3.71683 -2.26272 -1.71253 -1.6480 -1.4143 4.5100
H -3.12175 -0.28566 -2.58497 0.9332 -3.3484 -0.6667
H -2.62685 -1.96564 -3.50808 -0.9890 0.1389 -1.5839
H -0.57166 -1.59227 -2.94027 -1.3818 0.8760 0.4749
H -3.04455 -2.79402 -0.81146 -2.0672 1.4221 -2.0559
H -4.66088 -1.72594 -1.20246 2.6033 -0.2795 -0.7582
H -4.35407 -3.08755 -2.07438 1.0172 0.0151 -0.9079
H -0.94909 -0.74868 -1.48381 -0.3073 0.1442 0.6120
H -1.02999 -2.48042 -1.75728 -0.2226 -1.8461 1.6581

Entry 2:
50
Properties=species:S:1:pos:R:3:forces:R:3 method="wB97M-V/def2-TZVPD" gap_ev=9.63 charge=0 smiles="CN1CCCC[C@@H]1C(=O)N(CCC(=O)NCc1ncco1)C1CC1" homo_energy_ev=-8.85
C -1.32552 -1.74782 1.99874 0.0068 0.0020 0.0135
N -1.94347 -1.95732 0.70226 0.0042 -0.0033 0.0081
C -3.32564 -2.39003 0.86520 0.0000 -0.0078 -0.0066
C -3.96951 -2.72350 -0.47012 -0.0066 -0.0044 0.0033
C -3.90385 -1.52162 -1.40356 0.0007 -0.0015 0.0022
C -2.46551 -1.03426 -1.50634 -0.0047 0.0027 -0.0112
C -1.88410 -0.75043 -0.12119 0.0108 -0.0062 -0.0115
C -0.42434 -0.33029 -0.27181 -0.1360 -0.0050 0.2936
O 0.39246 -1.12683 -0.71334 -0.0455 -0.0219 0.0038
N -0.01527 0.89103 0.20068 0.2819 0.0792 -0.3984
C 1.43648 1.06810 0.18877 0.0153 -0.0295 -0.0039
C 2.01086 1.30538 -1.21977 -0.0251 -0.0149 -0.0122
C 3.38810 0.68607 -1.32476 -0.0059 -0.1380 0.0251
O 4.42394 1.32193 -1.27050 -0.0049 0.0420 -0.0462
N 3.33713 -0.67084 -1.43666 0.0463 0.0059 -0.0110
C 4.53189 -1.48239 -1.47077 0.0148 0.0273 0.0028
C 4.68954 -2.21251 -2.76169 -0.0557 0.0021 0.0042
N 4.73948 -3.48623 -2.94910 0.0771 -0.0039 -0.0071
C 4.90288 -3.62969 -4.32219 -0.0533 0.0032 0.0049
C 4.92506 -2.41040 -4.88773 0.0138 0.0007 -0.0031
O 4.79067 -1.48343 -3.89481 0.0206 -0.0023 0.0051
C -0.74190 2.13490 0.24377 -0.3988 -0.1848 0.0698
C -0.86636 3.00224 -0.98551 0.2054 0.0919 0.0456
C -2.08356 2.37117 -0.38608 0.0106 0.0015 -0.0094
H -0.26339 -1.53157 1.88526 -0.0012 -0.0018 -0.0045
H -1.79315 -0.92068 2.56051 -0.0032 0.0001 -0.0021
H -1.41830 -2.65703 2.59220 -0.0014 -0.0006 -0.0025
H -3.32490 -3.26739 1.51437 0.0020 0.0005 0.0007
H -3.92188 -1.60947 1.37738 -0.0014 0.0043 -0.0017
H -3.43570 -3.56616 -0.91677 0.0035 0.0031 -0.0025
H -5.00330 -3.03580 -0.30883 0.0002 0.0043 0.0019
H -4.29180 -1.77368 -2.39209 0.0007 -0.0005 0.0000
H -4.53624 -0.71862 -1.00767 0.0005 0.0017 -0.0012
H -1.83548 -1.79701 -1.96877 0.0024 -0.0012 0.0052
H -2.39945 -0.14100 -2.13386 -0.0007 0.0017 0.0027
H -2.45008 0.04949 0.37789 -0.0046 0.0005 0.0004
H 1.68906 1.88967 0.85836 -0.0603 0.0446 -0.0341
H 1.86602 0.15808 0.60364 0.0406 0.0260 0.0280
H 1.36189 0.80336 -1.93719 -0.0163 0.0674 -0.0342
H 2.06891 2.36156 -1.47067 0.0647 0.0121 0.0545
H 2.42968 -1.11602 -1.37571 0.0013 0.0174 0.0083
H 5.37506 -0.80782 -1.31908 0.0052 -0.0043 -0.0042
H 4.52975 -2.22809 -0.67634 -0.0099 -0.0046 -0.0023
H 4.98195 -4.59499 -4.79066 -0.0004 -0.0013 0.0011
H 5.02086 -2.03939 -5.89130 0.0027 -0.0008 0.0007
H -0.57806 2.66537 1.17424 0.0101 -0.0136 0.0067
H -0.70416 4.06616 -0.88421 -0.0052 -0.0006 0.0116
H -0.51346 2.57176 -1.91276 0.0013 0.0110 -0.0004
H -2.55437 1.59199 -0.96182 -0.0027 -0.0010 0.0054
H -2.77337 2.98846 0.17206 0.0003 0.0004 0.0007

Entry 3:
15
Properties=species:S:1:pos:R:3:forces:R:3 method="wB97M-V/def2-TZVPD" gap_ev=10.16 charge=0 smiles="O=S(=O)(O)CNCO" homo_energy_ev=-9.70
C -1.16135 0.01863 -0.01279 2.6926 0.4175 3.4653
C 1.22713 -0.64095 0.22420 -1.4557 0.6235 -0.7577
N 0.24323 0.39121 0.01360 1.2341 1.7326 -0.1013
O 2.73181 1.32986 0.83180 0.1371 3.0210 2.3937
O 2.82098 0.60519 -1.43215 1.8076 -1.2173 0.3473
O 3.77610 -0.84789 0.35129 0.7483 0.1828 -0.3751
O -1.83594 1.20571 0.18025 0.4337 -0.2655 1.6162
S 2.80782 0.15785 0.10539 -1.1115 -3.0234 -2.2281
H -1.28108 -0.42667 -0.93005 -1.0835 -1.2743 -2.1327
H -1.29630 -0.67086 0.85056 -0.6976 0.0146 -0.5211
H 1.05340 -1.08748 1.15810 0.6558 -0.6179 1.9372
H 1.05243 -1.46632 -0.44537 0.5711 -0.1349 -0.8627
H 1.97029 0.85979 -1.75902 -1.2752 0.4583 0.0676
H 0.43776 1.15046 0.70386 -0.6656 -0.8086 -0.7594
H -2.37597 1.26261 -0.55528 -1.9911 0.8918 -2.0891

Entry 4:
57
Properties=species:S:1:pos:R:3:forces:R:3 method="wB97M-V/def2-TZVPD" gap_ev=8.33 charge=0 smiles=CN(C)c1ncc(CN2CCC(CO)(CCCc3ccccc3)CC2)s1 homo_energy_ev=-7.64
C 1.85082 -4.34304 5.88264 0.0782 -0.1500 -0.0635
N 1.36746 -3.00656 5.62964 0.3307 -0.0490 0.2904
C 0.45832 -2.82071 4.65216 -0.3574 0.7970 -0.1827
N 0.15781 -3.69397 3.74845 0.3934 -0.6875 0.2166
C -0.73336 -3.19966 2.85200 -0.3388 0.6035 0.0558
C -1.16115 -1.92776 3.04452 0.0939 -0.1109 0.1232
S -0.38089 -1.27354 4.46930 0.0391 -0.6487 -0.2096
C -2.07157 -1.10337 2.19059 -0.0160 0.0152 -0.0521
N -1.41749 -0.38305 1.10939 -0.0618 0.1049 -0.0488
C -0.80936 -1.24948 0.12131 -0.0167 0.0101 -0.2224
C -0.41372 -0.43164 -1.10589 0.1545 -0.0812 0.2347
H -1.32600 -0.00664 -1.52746 -0.0589 -0.0075 -0.1123
H 0.03627 -1.09977 -1.84220 0.0011 -0.0243 -0.1352
C 0.54257 0.72037 -0.77567 0.0541 0.2171 -0.0036
C -0.04056 1.50477 0.41213 0.0941 -0.1712 0.1274
C -0.46376 0.60776 1.57086 0.0254 0.2427 -0.1529
H -0.94912 1.21831 2.33729 0.0602 -0.0148 0.0448
H 0.42483 0.14307 2.02892 -0.0702 0.0125 0.0503
H 0.70211 2.21967 0.77074 0.0025 0.0841 -0.0501
H -0.91780 2.05700 0.07047 -0.0338 0.0688 -0.0189
C 1.93467 0.16680 -0.40122 -0.4114 -0.3490 -0.1308
O 2.90065 1.15819 -0.15483 0.2656 0.4081 -0.0232
H 3.03809 1.65804 -0.96671 0.0369 -0.0145 0.0668
H 1.87291 -0.40078 0.52789 -0.0151 -0.0664 -0.0955
H 2.28421 -0.52285 -1.18374 -0.0770 0.0033 0.0901
C 0.64799 1.70235 -1.96396 0.1943 -0.2136 0.0912
C 1.22263 1.15306 -3.27787 -0.1475 0.0060 0.0676
H 1.82446 1.93324 -3.75067 0.0607 -0.0673 -0.0250
H 1.88277 0.30596 -3.08674 0.1180 -0.0093 -0.0115
C 0.15072 0.71575 -4.28867 0.2115 0.0696 0.0125
C -0.71172 1.87007 -4.71267 -0.0718 -0.1318 -0.0406
C -2.00786 2.01103 -4.23438 0.0133 -0.0264 -0.0411
C -2.78489 3.09561 -4.60329 -0.1032 0.0623 0.0171
C -2.27470 4.05596 -5.45872 -0.0864 0.0813 -0.0119
C -0.98545 3.92299 -5.94654 0.0474 0.0798 -0.0516
C -0.21201 2.83887 -5.57500 -0.0047 -0.0162 0.0150
H 0.79202 2.73789 -5.96316 0.1166 -0.0169 -0.0423
H -0.58296 4.66616 -6.61968 0.0287 0.0529 -0.0540
H -2.87970 4.90270 -5.74770 -0.0471 0.0624 -0.0232
H -3.79128 3.19010 -4.22174 -0.0770 0.0089 0.0259
H -2.41776 1.26078 -3.57225 -0.0133 -0.0853 0.0725
H -0.47014 -0.06856 -3.85734 -0.0152 -0.0597 -0.0387
H 0.65742 0.30354 -5.16552 -0.0707 -0.0766 0.0149
H 1.25435 2.55142 -1.63612 -0.0816 0.0729 0.0301
H -0.34786 2.10271 -2.16368 -0.0066 0.0946 0.1081
H -1.54864 -1.99963 -0.17471 0.0699 -0.0424 0.0190
H 0.06844 -1.78552 0.52219 -0.0915 -0.0243 0.0090
H -2.82159 -1.76058 1.73848 0.0004 0.0692 0.1026
H -2.58769 -0.36409 2.81006 -0.0991 -0.0829 -0.0695
H -1.06016 -3.84333 2.05430 -0.1392 -0.0452 -0.2064
C 1.50786 -2.04953 6.69511 -0.0976 0.0376 0.0020
H 0.73446 -2.17233 7.46281 0.0105 0.0235 0.0405
H 1.44136 -1.03848 6.29393 0.0818 0.0438 0.0725
H 2.48571 -2.18089 7.15741 -0.0178 0.0604 0.0040
H 1.33244 -4.79799 6.73315 -0.0077 -0.0398 0.0046
H 2.91990 -4.30631 6.09785 -0.0072 -0.0407 0.0234
H 1.67593 -4.94413 4.99454 0.0595 -0.0393 0.0847

Entry 5:
20
Properties=species:S:1:pos:R:3:forces:R:3 method="wB97M-V/def2-TZVPD" spin_multiplicity=4 gap_ev="5.36 / 5.54" charge=+3 homo_energy_ev="-19.24 / -19.24"
O -1.13242 3.61477 0.79334 2.6007 -2.9230 -3.5753
C -0.58800 2.94090 0.02833 -2.8190 3.5323 3.9223
Nd 0.16989 0.83313 -1.39285 0.3621 -1.2390 1.1557
O 3.47254 2.51662 -0.42564 -4.4619 -1.8010 -1.5526
C 2.45963 2.08974 -0.77083 4.7970 1.9076 1.6649
C -0.53821 2.36830 -3.23353 -3.6389 3.9082 -6.1785
O -1.06373 2.88248 -4.13240 2.8186 -2.5421 4.5965
C 1.78383 -0.14320 -3.12326 3.0285 -4.1608 -4.0702
O 2.30671 -0.88212 -3.84032 -2.2684 3.5605 3.2347
Br -1.95842 -0.49895 4.16049 0.5300 -0.6585 -1.1193
C -1.14509 -1.02636 2.50562 -0.3154 1.2292 0.5138
C -0.89994 -2.35599 2.11826 -0.1785 -0.6085 0.5620
C -0.31335 -2.71872 0.89691 0.2325 0.7236 -0.5638
C 0.04409 -1.65186 0.05839 -0.1350 0.0906 0.9929
N -0.12871 -0.36817 0.47513 -1.0043 0.4860 0.2128
C -0.76647 -0.00028 1.63872 0.7857 -1.5760 -0.8307
H -1.20134 -3.13200 2.83319 0.1575 0.1633 -0.3762
H -0.11710 -3.75762 0.58777 -0.2720 0.5710 0.3510
H 0.50810 -1.78349 -0.94820 -0.1266 -0.2064 0.5537
H -0.89200 1.07283 1.77088 -0.0927 -0.4570 0.5062

Entry 6:
35
Properties=species:S:1:pos:R:3:forces:R:3 method="wB97M-V/def2-TZVPD" spin_multiplicity=5 gap_ev="4.88 / 6.65" charge=-2 homo_energy_ev="0.82 / -1.04"
C -0.77926 -0.32359 -0.68614 -0.4496 1.2911 0.9831
C -0.56797 1.09564 -0.86943 -0.7707 -0.8096 2.7449
C -0.72850 1.70419 0.42419 -0.0732 -0.2686 -0.1325
C -0.50365 1.77597 -2.15291 0.0560 0.5008 -1.6627
C -1.06773 0.71783 1.39397 0.3307 0.1430 -1.7746
C -1.17891 -0.52735 0.71073 0.4588 1.1153 -0.5923
C -1.52419 -1.73146 1.30737 -0.6957 -0.5538 0.9698
C -1.20007 -1.21637 -1.77415 -1.0073 -0.7042 -0.6908
C -0.58111 3.18035 0.67301 -0.0371 -0.8102 0.2138
C -1.23937 0.87038 2.85768 0.4784 0.5713 0.2462
Ru 1.56787 -0.19191 -0.58706 -0.4159 -5.6786 0.1879
Cl 2.58281 1.61033 -0.37983 2.4293 4.9367 0.3908
Cl 1.61220 -0.63611 -2.92573 0.2650 0.0424 -0.3943
Cl 1.62260 -0.75190 1.83073 -0.0865 0.0770 0.0624
H -0.39614 1.03255 -2.96045 -0.0150 0.4434 0.2733
H 0.35445 2.45389 -2.24995 -0.0988 -0.0263 0.1055
H -1.41822 2.36345 -2.37146 0.1967 -0.1282 0.2128
H 0.20418 3.57546 0.04538 0.3505 0.2759 -0.1327
H -0.33985 3.36936 1.72373 0.0172 0.1171 -0.0810
H -1.50765 3.69430 0.42844 -0.2482 0.3471 -0.0044
H -0.43223 1.50175 3.28128 -0.3496 -0.2675 -0.1264
H -1.18517 -0.10485 3.33177 0.0278 -0.0351 0.1301
H -2.19825 1.32411 3.12398 -0.1063 0.0770 0.0447
H -1.26775 -1.94372 2.36108 -0.4980 0.2109 -0.5733
H -0.11483 -2.61411 0.54826 -0.4099 -1.6049 -1.1522
H -2.18067 -2.41936 0.78619 0.3363 -0.3240 0.0024
H -0.76124 -0.92238 -2.73910 -0.4073 -0.2646 0.4258
H -2.32326 -1.18497 -1.83527 0.6304 -0.1467 -0.1455
H -0.88730 -2.24173 -1.54553 -0.1960 0.1497 -0.3282
O 0.07451 -3.45584 -0.02938 2.4913 1.3590 1.9651
H 1.04991 -3.47145 0.23349 -1.4954 -0.4043 -0.8646
F 4.54147 -0.59596 -0.32217 0.5095 -0.5707 -0.0161
C 3.49178 -1.44732 -0.51241 -2.4561 1.7941 0.1669
F 3.74816 -2.14522 -1.63179 0.6514 -0.4738 -0.1234
F 3.53341 -2.34398 0.51148 0.5875 -0.3807 -0.3305

Relative energy (zero: lowest compared OMol25 entry of this formula, charge and spin): 3.216, 2.140, 1.136, 2.029, 0.000, 0.799 (eV)
Calculated total energy: -522.102088, -1108.121035, -834.254004, -1456.495167, -3835.320665, -2279.033766 (a.u.)